Record 1
Formula: C40H31HfI2N9O8
Source: the Open Molecules 2025 dataset
Level of theory: wB97M-V/def2-TZVPD

```
91
Properties=species:S:1:pos:R:3:mulliken_charge:R:1
Hf 0.280 -0.079 -0.071 2.912
I -4.194 4.293 -4.858 0.066
C -3.259 3.150 -3.375 -0.507
C -3.067 3.693 -2.115 -0.437
C -2.423 2.930 -1.158 -0.078
I -2.023 3.735 0.733 0.011
C -1.972 1.628 -1.426 -0.853
O -1.330 0.939 -0.493 0.649
C -2.175 1.105 -2.710 1.479
C -1.720 -0.300 -3.035 -1.814
N -0.351 -0.629 -2.568 -0.029
C 0.659 -0.678 -3.611 -1.637
C 2.046 -0.585 -3.030 0.851
C 3.140 -0.498 -3.881 -1.082
C 4.408 -0.393 -3.347 -0.596
C 4.549 -0.387 -1.966 -1.040
C 3.417 -0.488 -1.189 -0.070
N 2.178 -0.582 -1.700 0.593
C -2.817 1.872 -3.671 -0.899
H -3.400 4.695 -1.885 0.415
H -1.798 -0.469 -4.112 0.478
H -2.398 -0.993 -2.540 0.428
H -0.422 -1.549 -2.146 0.512
H 0.514 0.139 -4.317 0.593
H 0.588 -1.597 -4.203 0.616
H 2.980 -0.502 -4.952 0.518
H 5.272 -0.312 -3.994 0.428
H 5.519 -0.302 -1.497 0.486
H 3.480 -0.473 -0.110 0.101
H -2.970 1.462 -4.662 0.462
C 1.857 0.088 6.601 -1.761
C 0.988 0.091 5.361 2.021
C 0.927 1.437 4.723 -1.686
C 1.264 1.616 3.457 -0.352
C 1.660 0.524 2.537 -0.346
N 1.844 0.892 1.193 1.193
C 2.724 1.993 1.124 -0.437
C 3.830 2.018 1.990 -0.428
C 4.715 3.075 2.053 -1.108
C 4.574 4.168 1.204 0.266
C 5.545 5.321 1.236 -1.640
C 3.531 4.128 0.297 -0.344
C 2.613 3.078 0.255 0.200
N 1.593 3.143 -0.735 -0.408
C 1.202 4.259 -1.390 -0.327
C 0.542 3.870 -2.524 -1.592
C 0.578 2.472 -2.475 -0.551
N 1.191 2.024 -1.387 0.587
C 1.691 -0.731 3.000 -0.232
C 1.276 -1.038 4.375 -1.663
N 1.846 -1.868 2.147 0.236
C 2.186 -3.123 2.503 0.030
C 2.206 -3.891 1.360 -1.515
C 1.843 -3.016 0.339 -0.418
N 1.620 -1.795 0.815 0.903
H 2.888 0.338 6.340 0.345
H 1.488 0.829 7.313 0.427
H 1.824 -0.895 7.072 0.424
H 0.573 2.259 5.339 0.414
H 1.174 2.597 3.005 0.678
H 3.973 1.167 2.643 0.523
H 5.537 3.044 2.760 0.415
H 5.855 5.535 2.259 0.391
H 6.445 5.096 0.659 0.291
H 5.101 6.225 0.819 0.381
H 3.441 4.933 -0.422 0.594
H 1.393 5.243 -0.996 0.553
H 0.079 4.496 -3.267 0.511
H 0.141 1.789 -3.175 0.747
H 1.886 -1.808 4.836 0.465
H 2.370 -3.396 3.529 0.443
H 2.433 -4.941 1.285 0.459
H 1.711 -3.216 -0.712 0.460
O -3.044 -1.899 -0.716 -0.745
C -2.145 -1.772 0.084 -0.418
O -0.852 -1.788 -0.243 -0.703
C -2.378 -1.728 1.552 0.535
C -3.469 -2.359 2.090 -0.379
C -3.518 -2.518 3.466 -1.003
C -2.428 -2.204 4.245 0.088
C -1.319 -1.584 3.695 -0.482
C -1.366 -1.137 2.356 0.066
O -0.600 -0.224 1.814 -0.165
N -0.147 -1.622 4.640 1.932
O -0.334 -0.407 5.642 -0.647
O -0.085 -2.744 5.232 -0.808
N -4.690 -3.134 4.086 1.021
O -5.574 -3.531 3.349 -0.631
O -4.710 -3.236 5.298 -0.633
H -4.249 -2.750 1.453 0.622
H -2.414 -2.476 5.290 0.643
```

Output
HOMO level: -7.84 eV
ΔE to the lowest compared entry with this formula, charge and spin: 3.3126 eV
energy: -89280.8762 eV
net charge: 0
strongest force on any atom: 1.5 eV/A

Record 2
Formula: C6H10O
Source: the Open Molecules 2025 dataset
Level of theory: wB97M-V/def2-TZVPD

```
17
Properties=species:S:1:pos:R:3:mulliken_charge:R:1
C -2.097 -0.297 0.106 -1.164
C -0.929 1.037 -0.475 -0.044
C 0.014 1.496 0.588 -0.804
C 0.507 0.623 -0.550 -0.006
C 0.879 -0.816 -0.292 -0.566
C 2.331 -1.026 0.054 -0.067
O 3.166 -0.154 0.084 -0.473
H -3.199 -0.096 0.036 0.375
H -1.849 -0.388 1.150 0.338
H -1.915 -1.204 -0.477 0.250
H -1.927 0.977 -0.838 0.414
H 0.407 2.511 0.692 0.263
H -0.127 0.999 1.546 0.194
H 1.193 1.102 -1.256 0.371
H 0.660 -1.438 -1.174 0.324
H 0.280 -1.245 0.522 0.253
H 2.605 -2.079 0.286 0.342
```

Output
HOMO level: -8.96 eV
ΔE to the lowest compared entry with this formula, charge and spin: 3.9736 eV
SMILES string: C[C@H]1C[C@H]1CC=O
energy: -8427.2667 eV
net charge: 0
strongest force on any atom: 3.6 eV/A

The highest energy belongs to which entry? C6H10O